{
  "formula": "CH4NO2S",
  "method": "wB97M-V/def2-TZVPD",
  "symbols": ["C", "N", "O", "O", "S", "H", "H", "H", "H"],
  "positions_angstrom": [[0.80, -0.54, -0.19], [-2.22, 1.37, -0.55], [-2.86, -0.30, 1.38], [-2.69, -1.04, -0.97], [-2.27, -0.11, 0.06], [0.65, -1.38, -0.89], [0.79, 0.40, -0.65], [0.26, -0.65, 0.74], [-2.02, 2.02, 0.18]],
  "nbo_charge": [-0.61, -1.17, -1.00, -0.99, 1.94, 0.16, 0.16, 0.17, 0.33],
  "lumo_energy_ev": [4.05, 3.53],
  "charge": -1,
  "homo_lumo_gap_ev": [8.49, 6.26],
  "de_lowest_kcal_mol": 118.9
}

=====

{
  "formula": "C6H9FO2",
  "method": "wB97M-V/def2-TZVPD",
  "symbols": ["C", "C", "C", "O", "F", "C", "C", "C", "O", "H", "H", "H", "H", "H", "H", "H", "H", "H"],
  "positions_angstrom": [[-3.17, 0.48, -0.82], [-1.97, 0.55, -0.85], [-0.12, 0.51, -0.90], [0.36, -0.39, -1.84], [0.07, 1.82, -1.14], [0.43, 0.08, 0.43], [-0.10, -1.31, 0.79], [1.94, 0.14, 0.27], [-0.02, 1.03, 1.44], [-4.14, 0.81, -0.53], [0.19, 0.00, -2.78], [-1.26, -1.27, 0.58], [0.03, -1.39, 1.82], [0.23, -2.24, 0.30], [2.44, 0.07, 1.30], [2.46, -0.75, -0.18], [2.23, 1.12, -0.14], [0.40, 0.74, 2.26]],
  "nbo_charge": [-0.32, -0.11, 0.70, -0.69, -0.33, 0.15, -0.64, -0.64, -0.69, 0.24, 0.50, 0.24, 0.21, 0.23, 0.21, 0.24, 0.23, 0.47],
  "lumo_energy_ev": 0.66,
  "homo_lumo_gap_ev": 10.76,
  "de_lowest_kcal_mol": 83.4
}

=====

{
  "formula": "C11H15MnN6S2",
  "method": "wB97M-V/def2-TZVPD",
  "symbols": ["Mn", "C", "C", "N", "N", "C", "N", "S", "C", "C", "C", "C", "C", "N", "H", "H", "H", "H", "H", "H", "H", "H", "H", "S", "C", "N", "C", "C", "N", "H", "H", "H", "H", "H", "H"],
  "positions_angstrom": [[0.34, -0.21, 0.21], [-0.20, 3.07, -2.44], [0.19, 1.84, -1.74], [-0.37, 1.42, -0.63], [-1.34, 2.18, -0.06], [-1.99, 1.76, 0.95], [-2.87, 2.48, 1.64], [-1.85, -0.03, 1.54], [1.26, 0.93, -2.19], [2.06, 1.10, -3.30], [3.03, 0.14, -3.59], [3.18, -0.96, -2.76], [2.35, -1.06, -1.65], [1.42, -0.15, -1.38], [-1.03, 3.56, -1.95], [-0.46, 2.85, -3.48], [0.65, 3.76, -2.49], [-2.93, 3.48, 1.46], [-3.23, 2.17, 2.52], [1.93, 1.97, -3.93], [3.67, 0.25, -4.46], [3.92, -1.72, -2.96], [2.44, -1.90, -0.97], [-2.70, -1.05, -0.07], [-4.42, -0.64, 0.06], [-5.14, -0.38, -1.01], [-6.55, -0.10, -0.65], [-6.52, -0.17, 0.89], [-5.11, -0.53, 1.17], [-4.82, -0.46, -1.97], [-7.21, -0.83, -1.10], [-6.82, 0.89, -1.02], [-7.18, -0.94, 1.29], [-6.76, 0.77, 1.36], [-4.81, -0.84, 2.08]],
  "nbo_charge": [1.30, -0.72, 0.39, -0.38, -0.35, 0.36, -0.76, 0.08, 0.12, -0.16, -0.07, -0.19, 0.09, -0.55, 0.28, 0.28, 0.29, 0.45, 0.43, 0.27, 0.28, 0.28, 0.23, 0.22, 0.37, -0.50, -0.24, -0.24, -0.53, 0.46, 0.26, 0.25, 0.26, 0.24, 0.45],
  "lumo_energy_ev": [-10.89, -10.95],
  "s_squared": 3.7801,
  "multiplicity": 4,
  "charge": 3,
  "homo_lumo_gap_ev": [7.69, 7.72]
}

=====

{
  "formula": "C21H24BIrO3",
  "method": "wB97M-V/def2-TZVPD",
  "symbols": ["Ir", "C", "C", "C", "H", "C", "C", "H", "H", "H", "H", "C", "C", "C", "H", "C", "C", "H", "H", "H", "H", "O", "C", "C", "C", "C", "C", "H", "H", "H", "H", "H", "H", "H", "H", "H", "H", "O", "B", "O", "C", "C", "C", "C", "C", "C", "H", "H", "H", "H"],
  "positions_angstrom": [[0.98, -0.31, 0.29], [1.14, 0.55, 2.14], [-0.31, 0.51, 1.73], [-0.89, -0.66, 2.37], [-0.86, 1.38, 1.41], [0.13, -1.31, 3.14], [1.34, -0.59, 3.01], [2.27, -0.79, 3.54], [1.75, 1.44, 2.08], [-1.94, -0.91, 2.35], [-0.04, -2.16, 3.79], [1.87, -0.78, -1.67], [2.81, -0.98, -0.58], [2.31, -2.08, 0.22], [3.71, -0.40, -0.39], [1.08, -2.55, -0.37], [0.80, -1.73, -1.52], [-0.06, -1.82, -2.16], [1.96, -0.04, -2.46], [2.77, -2.47, 1.13], [0.48, -3.36, -0.01], [-1.64, 1.29, -0.95], [-3.01, -3.48, -0.22], [-3.83, -2.43, -0.31], [-2.39, -3.79, 1.13], [-2.31, -3.94, -1.48], [-2.44, 0.40, -0.73], [-4.05, -1.85, 0.59], [-3.99, -2.00, -1.30], [-2.96, -0.11, -1.57], [-2.79, 0.15, 0.32], [-2.58, -4.81, 1.49], [-2.79, -3.10, 1.88], [-1.31, -3.67, 1.08], [-2.72, -4.88, -1.90], [-1.26, -4.12, -1.28], [-2.42, -3.19, -2.25], [0.27, 2.69, -0.27], [1.22, 1.63, -0.36], [2.42, 2.19, -0.93], [2.15, 3.50, -1.20], [3.04, 4.54, -1.38], [2.53, 5.84, -1.25], [1.17, 6.09, -1.00], [0.28, 5.04, -0.83], [0.80, 3.77, -0.87], [4.09, 4.33, -1.58], [3.22, 6.68, -1.35], [0.80, 7.12, -0.93], [-0.78, 5.17, -0.61]],
  "mulliken_charge": [1.94, -0.75, -0.63, -0.50, 0.85, -0.26, -1.15, 0.39, 0.70, 0.40, 0.52, -0.76, -0.05, -0.62, 0.27, 0.42, 0.10, 0.33, 0.52, 0.06, 0.47, -0.39, 0.96, -1.21, -0.82, -1.18, -0.41, 0.39, 0.43, 0.13, 0.07, 0.40, 0.25, -0.07, 0.34, 0.21, 0.30, -0.18, -1.25, -1.57, 0.74, -0.86, -0.45, -0.39, -1.02, 0.73, 0.44, 0.34, 0.34, 0.49],
  "lumo_energy_ev": [2.50, 0.30],
  "s_squared": 8.7766,
  "multiplicity": 6,
  "charge": -1,
  "homo_lumo_gap_ev": [2.39, 4.77]
}

=====

Calculated max |F|, 0.0443, 0.0919, 0.0203, 0.0952 hartree/bohr (same order as the records).